Here is C5H5ClNP in the gas phase at a distorted geometry from the Open Molecules 2025 dataset. Energies are from ωB97M-V/def2-TZVPD.

Calculated values
- Electronic energy: -1049.62463 hartree
- Relative energy (zero: lowest compared OMol25 entry of this formula, charge and spin): 3.7494 eV
- LUMO energy (spin up / spin down): -0.4 / -0.4 eV
- Net charge: 0
- F_max: 5.03 eV/A
- E_HOMO (spin up / spin down): -8.4 / -8.4 eV
- Molecular weight: 145.53 g mol⁻¹
- 2S+1: 1

CARTESIAN COORDINATES (ANGSTROEM)
C -0.588 1.389 -0.604
C 0.784 1.680 -0.432
C 1.712 -0.184 0.703
C -1.025 0.133 -0.475
C 0.717 -1.073 0.460
N 1.691 1.024 0.120
P -2.338 -0.966 -0.200
Cl 0.453 -2.677 0.726
H -1.241 2.098 -1.099
H 1.176 2.629 -0.752
H 2.651 -0.366 1.269
H -2.097 -1.558 1.097
H -1.896 -2.128 -0.816

Here is 3 unconnected molecules or ions with the total composition C34H49ClF7N2O10P2S3 at a distorted geometry from the Open Molecules 2025 dataset. Energies are from ωB97M-V/def2-TZVPD.

Calculated values
- Electronic energy: -5223.10633 hartree
- Relative energy (zero: lowest compared OMol25 entry of this formula, charge and spin): 3.7666 eV
- LUMO energy: -4.1 eV
- Net charge: +1
- F_max: 3.06 eV/A
- E_HOMO: -10.4 eV
- Molecular weight: 972.36 g mol⁻¹
- 2S+1: 1

CARTESIAN COORDINATES (ANGSTROEM)
C -3.914 -3.396 3.663
C -4.814 -4.296 2.744
O -4.635 -5.477 2.780
O -5.770 -3.675 1.960
C -5.696 -4.084 0.576
C -4.709 -3.124 -0.207
C -3.308 -3.829 -0.490
C -2.220 -3.449 0.600
C -0.786 -3.200 -0.008
C -0.209 -1.751 0.335
C 0.576 -1.182 -0.860
C 2.034 -1.191 -0.957
C 2.823 -1.767 0.237
C 3.993 -2.761 -0.133
C 5.361 -2.076 0.301
C 5.683 -2.252 1.801
F 4.596 -2.143 2.634
F 6.275 -3.469 2.081
C 6.705 -1.141 2.282
F 6.158 0.102 2.136
F 7.887 -1.239 1.645
F 6.894 -1.284 3.624
C 2.612 -0.618 -2.171
S 4.407 -0.537 -2.389
C 1.783 -0.081 -3.211
P 2.675 0.639 -4.745
O 2.184 2.255 -4.917
Cl 2.024 -0.432 -6.429
N 0.386 -0.078 -3.086
P -0.490 0.673 -4.460
C -1.552 -0.572 -5.349
C -1.533 2.072 -3.789
C -0.192 -0.598 -1.954
C -1.728 -0.552 -1.800
C -2.202 0.680 -0.905
C -1.031 1.496 -0.266
S -1.631 2.967 0.693
C -0.072 3.840 1.035
S 1.124 2.991 1.817
N 0.197 5.186 0.669
C -0.686 5.699 -0.403
C -2.006 6.377 0.139
O -1.695 7.374 1.127
C -1.177 6.632 2.237
C 0.249 6.097 1.833
H -2.856 -3.731 3.581
H -3.993 -2.346 3.283
H -4.280 -3.385 4.714
H -6.716 -3.958 0.133
H -5.388 -5.145 0.448
H -4.600 -2.206 0.422
H -5.202 -2.878 -1.178
H -3.510 -4.928 -0.517
H -2.998 -3.458 -1.503
H -2.138 -4.301 1.323
H -2.616 -2.560 1.145
H -0.073 -4.011 0.284
H -0.889 -3.296 -1.123
H -1.113 -1.136 0.571
H 0.370 -1.804 1.282
H 2.179 -2.291 0.983
H 3.244 -0.887 0.795
H 3.929 -3.753 0.368
H 4.059 -2.945 -1.232
H 6.212 -2.438 -0.331
H 5.282 -0.986 0.074
H 4.807 0.773 -2.375
H 2.036 2.581 -4.010
H -1.069 -0.945 -6.285
H -1.878 -1.440 -4.728
H -2.480 -0.037 -5.689
H -0.997 2.496 -2.912
H -2.551 1.686 -3.556
H -1.641 2.898 -4.532
H -2.123 -1.469 -1.302
H -2.271 -0.492 -2.774
H -2.809 0.278 -0.051
H -2.861 1.399 -1.438
H -0.475 0.861 0.460
H -0.281 1.890 -0.989
H -0.921 4.928 -1.178
H -0.118 6.521 -0.916
H -2.504 6.921 -0.694
H -2.653 5.561 0.542
H -1.066 7.271 3.144
H -1.816 5.740 2.488
H 0.868 6.979 1.545
H 0.723 5.644 2.736
C 6.530 -6.230 -3.015
C 6.602 -4.737 -2.868
O 5.245 -4.342 -2.978
C 4.513 -5.399 -2.512
O 3.366 -5.330 -2.205
O 5.260 -6.528 -2.435
F 7.301 -4.177 -3.882
H 6.537 -6.548 -4.060
H 7.333 -6.741 -2.487
H 7.007 -4.398 -1.911
C -3.674 6.883 6.251
C -4.996 6.205 6.028
O -4.828 5.596 4.760
C -3.497 5.329 4.647
O -3.028 4.588 3.842
O -2.771 6.008 5.573
F -6.001 7.107 5.948
H -3.630 7.874 5.796
H -3.420 6.969 7.306
H -5.243 5.444 6.770

Here is 2 unconnected molecules or ions with the total composition C5H8N at a distorted geometry from the Open Molecules 2025 dataset. Energies are from ωB97M-V/def2-TZVPD.

Calculated values
- Electronic energy: -249.45111 hartree
- Relative energy (zero: lowest compared OMol25 entry of this formula, charge and spin): 10.1781 eV
- LUMO energy (spin up / spin down): -6.3 / -6.3 eV
- Net charge: +1
- F_max: 5.10 eV/A
- E_HOMO (spin up / spin down): -15.1 / -14.7 eV
- Molecular weight: 82.13 g mol⁻¹
- 2S+1: 1

CARTESIAN COORDINATES (ANGSTROEM)
C -2.441 -0.813 1.386
C -2.704 -1.081 2.499
C -0.384 0.288 0.145
C -1.643 0.293 -0.570
C 1.932 -0.397 0.571
N 0.721 -0.274 -0.156
H -0.399 0.644 1.153
H -2.501 0.005 0.133
H -1.785 -0.520 -1.358
H -1.928 1.373 -0.843
H 2.816 -0.376 0.016
H 1.836 0.221 1.557
H 2.081 -1.412 0.936
H 0.945 -0.558 -1.132

Here is C10H15ClO2S in the gas phase at a distorted geometry from the Open Molecules 2025 dataset. Energies are from ωB97M-V/def2-TZVPD.

Calculated values
- Electronic energy: -1398.79206 hartree
- SMILES string: CC1=CC=CC[C@@]1(C)CS(=O)(=O)CCl
- Relative energy (zero: lowest compared OMol25 entry of this formula, charge and spin): 0.0000 eV
- LUMO energy: 0.6 eV
- Net charge: 0
- F_max: 3.41 eV/A
- E_HOMO: -8.5 eV
- Molecular weight: 234.75 g mol⁻¹
- 2S+1: 1

CARTESIAN COORDINATES (ANGSTROEM)
C 2.148 1.039 -1.353
C 1.327 2.045 -1.106
C 1.734 -0.361 -1.411
C -0.148 1.783 -0.986
C 0.784 -0.501 0.869
C -1.194 0.747 2.887
C 0.411 -0.608 -0.613
C -0.568 0.491 -0.950
C -0.102 -1.980 -1.070
C -1.985 0.102 -0.934
O -1.721 -1.567 1.523
O 0.148 -1.616 3.133
S -0.555 -0.887 2.130
Cl 0.054 1.579 3.721
H 3.211 1.310 -1.669
H 1.611 3.141 -1.150
H 1.476 -0.779 -2.389
H 2.447 -1.035 -1.008
H -1.644 1.403 2.154
H -0.816 2.581 -1.033
H 1.543 -1.375 1.023
H 1.092 0.539 0.957
H -1.893 0.565 3.629
H -0.340 -1.833 -2.141
H -0.808 -2.175 -0.264
H 0.788 -2.622 -1.031
H -2.622 0.918 -0.893
H -2.165 -0.530 -0.170
H -2.214 -0.373 -1.856

Here is C3H7NOS in the gas phase at a distorted geometry from the Open Molecules 2025 dataset. Energies are from ωB97M-V/def2-TZVPD.

Calculated values
- Electronic energy: -646.64659 hartree
- SMILES string: C[C@H](N)C(O)=S
- Relative energy (zero: lowest compared OMol25 entry of this formula, charge and spin): 1.7794 eV
- LUMO energy: 0.4 eV
- Net charge: 0
- F_max: 2.73 eV/A
- E_HOMO: -8.5 eV
- Molecular weight: 105.16 g mol⁻¹
- 2S+1: 1

CARTESIAN COORDINATES (ANGSTROEM)
C 1.044 0.072 0.946
C 0.136 0.087 -0.296
C -1.130 -0.735 -0.049
H 0.350 0.607 1.709
H 2.090 0.503 0.677
H 0.941 -0.906 1.275
H 0.676 -0.270 -1.169
H 0.614 2.070 -0.569
H -0.755 1.455 -1.478
H -0.212 -2.310 -0.741
N -0.237 1.494 -0.537
O -1.035 -2.042 -0.302
S -2.482 -0.026 0.534

Here is a molecular structure, C39H98N7O17V at a distorted geometry from the Open Molecules 2025 dataset. Energies are from ωB97M-V/def2-TZVPD.

Calculated values
- Electronic energy: -4150.94699 hartree
- Relative energy (zero: lowest compared OMol25 entry of this formula, charge and spin): 0.0000 eV
- LUMO energy: 0.3 eV
- Net charge: 0
- F_max: 2.61 eV/A
- E_HOMO: -7.7 eV
- Molecular weight: 988.19 g mol⁻¹
- 2S+1: 1

CARTESIAN COORDINATES (ANGSTROEM)
O 3.779 -3.620 1.213
V 2.317 -3.337 1.837
O 1.584 -4.743 2.004
O 0.856 -0.364 -0.534
C 1.249 -1.368 0.265
O 1.904 -1.108 1.328
O 1.077 -2.577 0.002
H 1.254 0.416 -0.109
C -0.446 -1.479 -3.440
O -1.578 -1.401 -4.272
C -2.102 -2.651 -4.676
C -3.017 -2.353 -5.830
N -2.240 -1.945 -6.991
C -3.074 -1.483 -8.085
C -2.240 -0.891 -9.187
O -1.654 0.320 -8.721
C -0.891 0.969 -9.727
H 0.419 -1.782 -4.045
H -0.534 -2.140 -2.576
H -0.265 -0.473 -3.063
H -2.591 -3.206 -3.866
H -1.241 -3.260 -4.988
H -3.780 -1.606 -5.553
H -3.574 -3.260 -6.097
H -1.597 -1.212 -6.710
H -3.848 -0.807 -7.685
H -3.622 -2.325 -8.529
H -2.839 -0.686 -10.082
H -1.427 -1.591 -9.419
H -0.063 0.354 -10.082
H -0.496 1.839 -9.198
H -1.558 1.344 -10.508
C -5.922 4.757 -1.888
O -4.685 4.243 -1.400
C -3.668 4.189 -2.366
C -2.432 3.608 -1.697
N -1.403 3.311 -2.678
C -0.160 2.899 -2.048
C 0.864 2.520 -3.086
O 1.927 1.946 -2.319
C 2.874 1.330 -3.152
H -6.263 4.019 -2.628
H -5.758 5.739 -2.346
H -6.610 4.819 -1.054
H -3.446 5.153 -2.841
H -3.985 3.484 -3.160
H -2.735 2.725 -1.118
H -2.030 4.417 -1.080
H -1.720 2.719 -3.433
H -0.319 2.006 -1.421
H 0.175 3.735 -1.434
H 1.317 3.360 -3.622
H 0.509 1.767 -3.799
H 3.182 2.018 -3.948
H 2.419 0.456 -3.641
H 3.733 0.944 -2.611
C -0.716 1.665 2.355
O -2.070 1.338 2.400
C -2.878 2.470 2.181
C -4.247 2.105 1.650
N -5.231 3.113 2.016
C -6.590 2.687 1.741
C -7.610 3.633 2.339
O -7.560 4.912 1.727
C -8.588 5.067 0.777
H -0.141 0.826 2.766
H -0.365 2.526 2.934
H -0.316 1.734 1.333
H -2.386 3.233 1.556
H -2.987 3.045 3.114
H -4.525 1.133 2.066
H -4.215 1.978 0.555
H -4.976 4.017 1.641
H -6.668 1.757 2.314
H -6.775 2.520 0.668
H -7.334 3.745 3.393
H -8.635 3.252 2.326
H -9.569 5.049 1.268
H -8.545 4.303 -0.009
H -8.512 6.035 0.281
C -4.345 -4.554 2.387
O -3.906 -4.129 1.126
C -4.283 -5.001 0.098
C -3.302 -4.893 -1.054
N -1.976 -5.205 -0.563
C -0.858 -5.005 -1.461
C -0.976 -5.689 -2.799
O -0.871 -7.096 -2.663
C -0.048 -7.690 -3.630
H -5.437 -4.442 2.435
H -3.883 -3.985 3.190
H -4.132 -5.610 2.599
H -5.294 -4.796 -0.290
H -4.316 -6.059 0.390
H -3.318 -3.872 -1.482
H -3.581 -5.589 -1.849
H -1.877 -4.921 0.395
H 0.005 -5.342 -0.886
H -0.657 -3.928 -1.589
H -0.186 -5.233 -3.410
H -1.928 -5.491 -3.305
H 0.012 -8.758 -3.418
H 0.965 -7.274 -3.650
H -0.486 -7.634 -4.639
C 9.834 1.113 2.659
O 8.649 0.977 1.889
C 7.969 -0.218 2.197
C 6.775 -0.288 1.275
N 5.818 0.768 1.553
C 5.139 1.237 0.352
C 4.217 2.385 0.728
O 4.888 3.466 1.341
C 3.982 4.475 1.699
H 9.523 1.481 3.644
H 10.482 1.861 2.205
H 10.417 0.190 2.722
H 7.659 -0.216 3.249
H 8.600 -1.084 1.968
H 6.314 -1.281 1.330
H 7.149 -0.241 0.242
H 6.319 1.588 1.887
H 4.492 0.521 -0.160
H 5.891 1.591 -0.372
H 3.362 1.969 1.290
H 3.774 2.754 -0.202
H 3.380 4.182 2.571
H 3.285 4.763 0.905
H 4.548 5.346 2.028
C 2.188 1.445 5.332
C 3.354 1.556 4.368
C 4.639 1.964 5.047
O 4.468 3.270 5.542
C 5.559 3.707 6.298
N 3.533 0.292 3.635
H 2.227 0.556 5.966
H 1.256 1.392 4.761
H 2.116 2.311 5.989
H 3.128 2.355 3.651
H 5.488 1.922 4.346
H 4.896 1.266 5.863
H 5.377 4.721 6.644
H 6.489 3.703 5.713
H 5.712 3.064 7.176
H 2.716 0.202 3.031
H 4.345 0.400 3.022
C 2.379 -2.754 6.094
C 1.943 -2.983 4.639
C 0.735 -2.124 4.306
O 0.149 -2.764 3.178
C -1.009 -2.128 2.642
N 3.053 -2.558 3.754
H 3.371 -3.174 6.275
H 1.709 -3.226 6.816
H 2.427 -1.689 6.338
H 1.641 -4.026 4.583
H 0.979 -1.082 4.071
H 0.002 -2.182 5.123
H -1.639 -1.994 3.530
H -1.500 -2.794 1.938
H -0.821 -1.175 2.146
H 3.905 -2.976 4.120
H 3.209 -1.521 3.830

electronic energy of number 5 (C3H7NOS)? -646.64659 hartree

relative energy (zero: lowest compared OMol25 entry of this formula, charge and spin) of number 1 (C5H5ClNP)? 3.7494 eV